A structure of composition C22H28N4S2SbSe4Sn at a distorted geometry. Source: the Open Molecules 2025 dataset; level of theory: the ωB97M-V functional and the def2-TZVPD basis.

Structure (XYZ):
```
62
Properties=species:S:1:pos:R:3
Sn -12.439 -8.650 8.769
C -9.055 -5.473 9.232
N -9.177 -6.863 8.887
C -9.298 -7.910 9.936
C -10.255 -7.616 11.121
N -10.932 -8.808 11.713
C -10.514 -10.190 11.580
C -11.723 -8.515 12.815
C -11.269 -7.825 13.974
C -12.076 -7.634 15.085
C -13.392 -8.049 15.053
C -13.888 -8.709 13.909
C -13.100 -8.902 12.808
S -13.942 -9.544 11.400
C -8.801 -7.159 7.552
C -7.902 -6.301 6.894
C -7.749 -6.377 5.505
C -8.708 -7.039 4.736
C -9.496 -8.011 5.365
C -9.455 -8.191 6.762
S -10.214 -9.577 7.341
H -9.340 -4.913 8.315
H -7.960 -5.301 9.460
H -9.727 -5.245 10.095
H -8.304 -8.093 10.338
H -9.552 -8.834 9.414
H -11.058 -6.931 10.851
H -9.634 -7.144 11.889
H -9.448 -10.366 11.835
H -10.619 -10.495 10.526
H -11.155 -10.757 12.252
H -10.266 -7.363 13.976
H -11.775 -7.006 15.925
H -14.091 -7.818 15.864
H -14.909 -9.072 13.798
H -7.231 -5.616 7.360
H -6.937 -5.815 4.976
H -8.836 -6.759 3.677
H -10.163 -8.632 4.745
Se -16.167 -4.964 8.141
Sb -15.794 -7.357 8.358
Se -14.904 -7.543 10.733
Se -13.898 -7.979 6.664
Se -17.610 -8.864 7.825
N -12.906 -10.745 8.357
C -13.136 -11.852 8.102
N -13.423 -13.126 7.923
C -14.841 -13.612 7.747
C -14.928 -14.591 6.551
C -13.605 -15.389 6.470
C -12.805 -15.463 7.763
C -12.327 -14.093 8.189
H -15.580 -12.773 7.589
H -15.064 -14.079 8.717
H -15.106 -14.170 5.586
H -15.803 -15.310 6.671
H -13.037 -14.910 5.623
H -13.804 -16.442 6.054
H -11.883 -16.083 7.637
H -13.286 -15.893 8.637
H -11.502 -13.800 7.567
H -12.063 -14.120 9.244
```

Computed properties:
Net charge: -1
Gap between HOMO and LUMO in hartree: 0.2173

Atom charges from the Mulliken analysis, given in e for atoms 1 to 5: atom 1 (Sn): 0.72, atom 2 (C): -1.29, atom 3 (N): 0.57, atom 4 (C): -0.51, atom 5 (C): -1.38


A cluster of 6 separate species, C22H28N6 in total at a distorted geometry. Source: the Open Molecules 2025 dataset; level of theory: the ωB97M-V functional and the def2-TZVPD basis.

Structure (XYZ):
```
56
Properties=species:S:1:pos:R:3
C 25.669 -37.641 14.333
C 25.157 -38.996 14.430
N 24.798 -40.030 14.565
H 26.011 -37.532 13.304
H 26.444 -37.524 15.090
H 24.883 -36.933 14.594
N 19.709 -32.627 18.840
C 20.761 -33.467 18.456
C 21.711 -32.608 17.813
C 21.236 -31.269 17.951
C 20.031 -31.333 18.566
H 18.876 -32.997 19.274
H 20.640 -34.528 18.617
H 22.663 -32.913 17.405
H 21.782 -30.422 17.562
H 19.277 -30.631 18.889
N 27.995 -31.569 13.790
C 28.994 -32.211 13.099
C 28.689 -33.565 13.068
C 27.441 -33.717 13.725
C 27.056 -32.481 14.200
H 27.928 -30.564 13.853
H 29.844 -31.667 12.714
H 29.318 -34.313 12.607
H 26.903 -34.637 13.900
H 26.136 -32.168 14.671
N 19.363 -37.584 15.778
C 19.376 -37.768 17.132
C 20.685 -37.526 17.532
C 21.375 -36.972 16.404
C 20.569 -37.162 15.302
H 18.574 -37.739 15.166
H 18.450 -38.091 17.583
H 21.161 -37.650 18.494
H 22.335 -36.478 16.375
H 20.707 -36.946 14.253
N 24.389 -35.284 14.703
C 25.026 -34.064 14.549
C 24.922 -33.423 15.783
C 24.076 -34.159 16.556
C 23.763 -35.361 15.897
H 24.552 -36.009 14.019
H 25.534 -33.841 13.622
H 25.330 -32.443 15.983
H 23.669 -33.806 17.492
H 23.312 -36.295 16.197
N 23.931 -38.244 12.190
C 22.704 -38.204 12.798
C 22.466 -36.957 13.235
C 23.460 -36.147 12.746
C 24.337 -36.957 11.965
H 24.421 -39.038 11.802
H 22.196 -39.140 12.983
H 21.648 -36.538 13.802
H 23.600 -35.082 12.863
H 25.185 -36.700 11.347
```

Computed properties:
Net charge: 0
Gap between HOMO and LUMO in hartree: 0.3128

Atom charges from the Mulliken analysis, given in e for atoms 1 to 5: atom 1 (C): 0.28, atom 2 (C): -0.06, atom 3 (N): -0.49, atom 4 (H): 0.28, atom 5 (H): 0.61


An isolated molecule of C22H28N6O2 at a distorted geometry. Source: the Open Molecules 2025 dataset; level of theory: the ωB97M-V functional and the def2-TZVPD basis.

Structure (XYZ):
```
58
Properties=species:S:1:pos:R:3
C -0.207 3.933 1.340
C -0.459 2.988 0.225
N -1.629 2.827 -0.268
N -1.852 1.966 -1.273
C -0.886 1.186 -1.868
O -1.151 0.418 -2.784
C 0.433 1.384 -1.311
C 1.680 0.853 -1.567
C 2.542 1.486 -0.646
N 1.861 2.341 0.120
N 0.605 2.278 -0.280
C 3.977 1.313 -0.484
C 4.697 0.436 -1.293
C 6.063 0.298 -1.128
C 6.727 1.030 -0.158
C 6.017 1.903 0.653
C 4.653 2.045 0.493
H 4.088 2.721 1.114
H 6.533 2.475 1.410
H 7.794 0.921 -0.034
H 6.613 -0.382 -1.761
H 4.192 -0.138 -2.054
H 1.915 0.122 -2.311
C -3.229 1.904 -1.722
H -3.725 2.808 -1.368
H -3.238 1.853 -2.814
C -3.970 0.676 -1.147
O -4.856 0.782 -0.328
N -3.552 -0.476 -1.692
H -2.720 -0.444 -2.275
C -3.954 -1.759 -1.168
H -3.632 -2.526 -1.874
C -3.378 -2.008 0.238
N -2.012 -1.535 0.358
C -1.040 -2.272 -0.431
C -0.639 -3.622 0.174
C -0.103 -3.405 1.585
C -1.145 -2.661 2.415
H -0.753 -2.442 3.410
H -2.023 -3.301 2.537
C -1.583 -1.349 1.741
C -0.504 -0.267 1.824
H -0.241 -0.091 2.864
H -0.898 0.655 1.408
H 0.397 -0.541 1.284
H -2.451 -0.962 2.289
H 0.821 -2.824 1.539
H 0.132 -4.363 2.055
H 0.116 -4.094 -0.457
H -1.508 -4.283 0.210
H -1.439 -2.413 -1.436
H -0.147 -1.647 -0.526
H -3.503 -3.077 0.479
H -3.978 -1.428 0.943
H -5.045 -1.783 -1.096
H 0.509 4.690 1.027
H 0.227 3.396 2.182
H -1.140 4.401 1.637
```

Computed properties:
Net charge: 0
Gap between HOMO and LUMO in hartree: 0.3111

Atom charges from the Mulliken analysis, given in e for atoms 1 to 5: atom 1 (C): -1.38, atom 2 (C): 1.04, atom 3 (N): -1.05, atom 4 (N): 0.95, atom 5 (C): 0.25


Calculated electronic energy in order - -11930.83951, -1183.29526, -1334.17827 Eh